Entry 1:
A structure of composition C37H26N3OPPd, computed with ωB97M-V/def2-TZVPD.

Geometry (Å):
1 Pd 0.33980 0.05214 0.04389
2 C 2.71022 -2.40500 -2.77986
3 C 2.33312 -1.44753 -1.81940
4 N 1.12349 -1.39020 -1.31557
5 C 0.18434 -2.30095 -1.71220
6 C 0.49196 -3.31211 -2.64325
7 C 1.79591 -3.32978 -3.18814
8 C -0.48746 -4.27913 -2.96824
9 C -1.70586 -4.24518 -2.35477
10 C -2.02629 -3.23450 -1.42893
11 C -1.12540 -2.23574 -1.12906
12 N -1.30411 -1.21901 -0.20278
13 C -2.40448 -0.60335 0.14865
14 C -3.65103 -0.74751 -0.50079
15 C -4.75979 -0.04736 -0.06307
16 C -4.69191 0.81063 1.01721
17 C -3.48347 1.08846 1.71229
18 C -3.57818 2.07693 2.64747
19 C -2.58343 2.67851 3.52728
20 C -0.39767 1.59138 2.37078
21 N -0.21583 0.19956 2.75483
22 C -2.19995 0.37194 1.30766
23 H 3.71983 -2.39371 -3.16511
24 H 3.03452 -0.71660 -1.43607
25 H 2.05169 -4.09089 -3.91539
26 H -0.24252 -5.05358 -3.68419
27 H -2.44578 -5.00455 -2.57168
28 H -2.98350 -3.26918 -0.92920
29 H -3.70465 -1.35392 -1.39202
30 H -5.69853 -0.14931 -0.59301
31 H -5.58249 1.34787 1.31828
32 H -4.57087 2.50062 2.76485
33 H -2.85270 3.67236 3.86342
34 H 0.57574 2.06448 2.25459
35 O 2.99481 0.84262 0.08842
36 C 1.86384 1.29276 0.09000
37 C 1.68539 2.79354 0.03783
38 C 2.82501 3.57521 0.21738
39 C 2.76011 4.95459 0.15421
40 C 1.54109 5.56070 -0.10632
41 C 0.39884 4.79295 -0.27862
42 C 0.44101 3.39919 -0.19493
43 P -1.07462 2.39378 -0.48555
44 C -2.38061 3.69418 -0.29854
45 C -2.60208 4.43176 0.86532
46 C -3.63368 5.35161 0.94147
47 C -4.46236 5.55863 -0.15754
48 C -4.24552 4.84640 -1.32531
49 C -3.21148 3.91727 -1.39026
50 C -1.03412 1.35749 1.00226
51 C -1.11256 2.38049 3.47240
52 C -1.90917 1.80072 4.60870
53 C -2.37251 0.40466 4.71783
54 C -2.27871 -0.54445 3.79550
55 C -1.50408 -0.43500 2.50725
56 H 3.76065 3.06374 0.40183
57 H 3.65125 5.55241 0.29840
58 H 1.47080 6.63958 -0.17327
59 H -0.53532 5.29549 -0.48227
60 H -1.93515 4.29798 1.70817
61 H -3.79001 5.91768 1.85241
62 H -5.26910 6.27881 -0.10188
63 H -4.88047 5.00872 -2.18738
64 H -3.05250 3.34849 -2.30006
65 H -0.52170 3.23142 3.79225
66 H -1.78422 2.30508 5.55797
67 H -2.91764 0.17602 5.62795
68 H -2.74174 -1.50406 3.99714
69 H -1.31425 -1.44977 2.15751

Summary:
2S+1: 3
HOMO-LUMO gap (alpha / beta) (eV): 6.27 / 5.19
Lowest unoccupied orbital energy (alpha / beta) (eV): -0.42 / -1.61
HOMO (alpha / beta) (hartree): -0.246 / -0.250

Here are the Mulliken charges for atoms 1 to 6, given in e: Pd -0.35; C -0.91; C -0.32; N -0.28; C -0.02; C 1.34

Entry 2:
A cluster of 2 separate species, C2H2Br2F3N in total in a non-equilibrium geometry, computed with ωB97M-V/def2-TZVPD.

Geometry (Å):
1 C 0.17047 0.09365 -0.82709
2 C 0.56821 -0.97407 0.22763
3 N -0.58140 1.53380 0.51996
4 F -0.88781 -0.35502 -1.53415
5 F 1.30833 -1.93168 -0.35190
6 F 1.19043 -0.38157 1.18821
7 Br 1.48646 1.08051 -1.84689
8 Br -1.04056 -1.82802 1.03828
9 H -0.76670 0.90815 1.36774
10 H -1.44743 1.85424 0.21820

Summary:
HOMO-LUMO gap (eV): 9.82
Lowest unoccupied orbital energy (eV): -0.14
HOMO (hartree): -0.366

Here are the Mulliken charges for atoms 1 to 6, given in e: C 0.43; C 0.30; N -0.56; F -0.17; F -0.20; F -0.14

So what do the calculations give for energy relative to the best compared isomer or geometry (same formula, charge and spin)? Going down the list: 383.0, 254.2 kJ/mol.